Record 1
ORCA calculation (wB97M-V/def2-TZVPD) on a 2-piece molecular cluster, C6H10O overall.

## Properties
Total charge: 0
F_max: 0.3 eV Å⁻¹
Structure (SMILES): C/C=C\OC1C=C1.[H][H]
Energy relative to the best compared isomer or geometry (same formula, charge and spin): 403.2 kJ/mol
LUMO: 1.167 eV
HOMO-LUMO gap: 9.544 eV

```
17
Properties=species:S:1:pos:R:3:forces:R:3:mulliken_charge:R:1
C 2.6094 0.3778 0.3595 0.0 0.1 0.1 -1.208
C 1.5709 -0.6407 -0.0015 -0.1 -0.1 0.0 -0.034
C 0.2824 -0.7435 0.3155 0.2 -0.2 -0.2 -0.086
O -0.4967 0.1289 1.0062 0.2 0.0 -0.1 -0.386
C -1.8883 0.0198 0.6929 -0.2 0.1 0.2 -0.237
C -2.3916 0.1589 -0.6924 0.0 -0.2 0.0 -0.120
C -2.4017 -1.0442 -0.1970 0.0 0.1 -0.1 -0.623
H 3.5093 -0.1533 0.6937 -0.1 0.2 0.0 0.369
H 2.2946 1.0480 1.1634 -0.1 -0.1 -0.1 0.321
H 2.9101 0.9868 -0.5036 -0.1 -0.1 0.1 0.300
H 1.9215 -1.4793 -0.5982 0.0 0.0 0.2 0.299
H 0.2696 1.9435 -0.7776 -0.1 0.0 -0.1 0.039
H -0.2424 -1.6394 -0.0041 0.1 0.1 -0.1 0.246
H -2.4482 0.3850 1.5527 0.2 0.0 -0.1 0.401
H -2.5584 0.7998 -1.5456 0.0 -0.1 0.2 0.387
H -0.3916 1.9556 -1.1149 0.1 0.1 0.0 -0.053
H -2.5488 -2.1036 -0.3490 -0.1 0.2 0.0 0.385
```
Positions in Å, forces in eV/Å.

=====

Record 2
ORCA calculation (wB97M-V/def2-TZVPD) on a 2-piece molecular cluster, C3H11NS2 overall.

## Properties
Total charge: -1
F_max: 3.5 eV Å⁻¹
Multiplicity: 2
Energy relative to the best compared isomer or geometry (same formula, charge and spin): 113.8 kJ/mol
LUMO (spin up / spin down): 3.626 / 3.616 eV
HOMO-LUMO gap (spin up / spin down): 3.197 / 7.544 eV

```
17
Properties=species:S:1:pos:R:3:forces:R:3:lowdin_spin:R:1
C 3.1414 -0.3609 0.4262 -0.9 0.5 -0.5 0.033
S 1.6395 -1.2076 -0.3504 2.2 -2.3 1.5 0.401
S 0.6277 0.4695 -1.2077 -1.1 2.3 -1.1 0.494
H 2.6535 0.4057 1.0235 0.3 0.1 0.4 0.001
H 3.6480 0.2055 -0.3702 0.1 -0.5 0.2 0.001
H 3.8468 -0.9456 1.0464 -0.6 0.0 -0.6 0.015
H -0.2161 0.7144 -0.1843 0.4 0.2 -0.3 0.024
C -1.9006 -0.5483 0.6470 -0.8 -0.3 -0.6 0.002
N -2.0253 0.8172 1.1327 -1.2 -0.8 -0.3 0.003
C -3.3051 1.3591 0.6712 0.4 1.5 0.3 0.011
H -0.9612 -0.9506 0.9926 0.1 -0.6 0.0 0.001
H -2.7866 -1.2356 0.7816 0.6 0.5 0.8 0.000
H -1.8827 -0.4915 -0.4390 0.4 0.0 -0.2 0.004
H -1.8874 0.8589 2.1381 -0.4 0.1 -0.2 0.000
H -3.4054 2.3589 1.1454 -0.4 -0.5 -0.2 0.002
H -4.2276 0.7571 0.8233 0.5 0.0 0.3 0.000
H -3.2612 1.5609 -0.4123 0.2 -0.2 0.3 0.010
```
Positions in Å, forces in eV/Å.

=====

Record 3
ORCA calculation (wB97M-V/def2-TZVPD) on a 20-piece molecular cluster, C62H108N8O16 overall.

## Properties
Total charge: 0
F_max: 3.0 eV Å⁻¹
LUMO: 0.336 eV
HOMO-LUMO gap: 7.668 eV

```
194
Properties=species:S:1:pos:R:3:forces:R:3:mulliken_charge:R:1
C 3.3729 -17.1024 22.5449 -1.1 0.7 -1.2 0.892
N 4.6167 -17.3913 23.2276 0.5 -1.2 0.0 1.248
O 5.5624 -17.6357 22.4974 0.5 0.3 0.3 -0.645
O 4.6081 -17.5230 24.4381 0.1 0.5 -0.3 -0.645
H 2.9862 -16.1380 22.8573 0.0 0.0 0.3 -0.440
H 2.6596 -17.8754 22.7876 -0.2 -0.2 0.2 0.098
H 3.5180 -17.0734 21.4540 0.2 -0.1 0.6 -0.493
C -5.0812 -9.2583 22.1591 0.5 0.5 0.0 0.448
N -5.6225 -7.8744 22.0717 0.5 -0.1 -0.4 0.930
O -6.8119 -7.7456 21.9885 -0.8 0.2 0.1 -0.587
O -4.8146 -6.9568 22.0073 -0.1 -0.3 0.2 -0.576
H -4.2787 -9.1854 22.8678 0.3 -0.2 0.6 -0.070
H -4.5832 -9.4165 21.1975 -0.5 -0.4 0.0 -0.240
H -5.8565 -9.9517 22.4808 0.1 0.1 -0.3 0.235
N -4.2689 -21.8771 21.7646 -2.0 -0.7 0.2 0.124
C -3.9512 -21.2755 22.9352 1.4 0.3 -0.4 -1.132
C -2.6250 -20.9037 22.7975 -0.5 0.5 1.8 0.135
C -2.1814 -21.2747 21.5354 0.3 -1.0 -1.3 -0.120
C -3.2413 -21.9403 20.9101 1.9 1.0 -0.4 -1.105
H -5.2056 -22.1600 21.5619 -0.2 -0.3 -0.2 0.229
H -4.6386 -21.1468 23.7445 -0.2 0.0 0.1 0.436
H -2.0876 -20.4438 23.6207 0.1 0.1 -0.4 0.521
H -1.1859 -21.1635 21.1003 -0.4 0.0 0.2 0.548
H -3.2628 -22.3709 19.9169 -0.3 0.0 0.3 0.410
N -4.8406 -18.3134 25.3477 -0.9 0.6 -0.2 0.082
C -4.8081 -17.9532 24.0207 1.2 -0.1 0.2 -1.764
C -3.4720 -17.7267 23.6985 -1.5 0.3 -1.7 1.320
C -2.7166 -17.8814 24.8501 0.7 -0.4 1.2 0.026
C -3.5853 -18.2382 25.8753 0.7 0.2 -0.2 -1.728
H -5.7217 -18.3347 25.8568 0.7 -0.2 0.0 0.272
H -5.7070 -17.9361 23.4433 -0.2 0.0 -0.3 0.444
H -3.1062 -17.5258 22.6766 -0.2 -0.1 0.8 0.256
H -1.6259 -17.7869 24.8826 -0.7 -0.2 0.3 0.662
H -3.3890 -18.4627 26.9086 0.0 0.0 0.1 0.496
N -1.4238 -13.9373 15.8166 -0.9 -0.7 -0.2 0.080
C -2.3858 -13.5601 16.7234 1.1 1.1 -0.1 -1.584
C -1.7471 -12.6512 17.5561 -0.6 -0.2 1.1 0.488
C -0.3620 -12.5571 17.1718 -0.8 0.0 -0.1 -0.303
C -0.2094 -13.3648 16.0829 -0.4 -0.1 -1.1 -1.289
H -1.6210 -14.6506 15.1320 0.3 0.2 -0.1 0.246
H -3.4372 -13.8319 16.6153 0.6 -0.1 0.3 0.597
H -2.2570 -12.1995 18.4278 0.5 -0.2 -0.7 0.656
H 0.4297 -11.9309 17.5367 -0.1 0.2 0.3 0.629
H 0.5441 -13.4150 15.2956 0.1 -0.2 0.7 0.477
N -8.8719 -19.1264 21.1931 -0.9 -0.5 0.6 -0.003
C -7.8701 -20.0407 21.3638 0.0 0.0 -0.9 -0.876
C -6.6809 -19.4248 21.1232 -0.5 0.5 0.7 -0.067
C -6.9918 -18.0620 20.9834 0.2 1.4 -0.8 0.025
C -8.3552 -17.8884 20.9919 1.9 -1.6 0.3 -1.091
H -9.8459 -19.3467 21.2742 -0.1 0.0 0.1 0.186
H -8.0454 -21.0745 21.5051 -0.5 -0.7 0.2 0.435
H -5.7254 -19.8746 21.1532 0.7 -0.2 0.1 0.311
H -6.3284 -17.2358 20.7857 0.3 -0.2 0.1 0.471
H -8.8819 -17.0005 20.9112 -1.2 1.2 -0.2 0.546
N -3.0825 -16.1648 18.8465 0.9 -1.6 -0.4 0.579
C -1.9102 -16.9534 18.9442 -1.8 0.6 0.5 -1.134
C -2.3605 -18.2150 19.2414 -0.1 -0.1 -0.3 0.274
C -3.8052 -18.2430 19.2469 1.0 1.0 -0.4 -1.498
C -4.2261 -16.9649 18.9419 2.6 0.1 0.7 -1.121
H -3.0498 -15.1819 18.7098 -0.4 0.7 -0.2 -0.030
H -0.8785 -16.5565 18.8711 -1.0 -0.1 0.0 0.651
H -1.6873 -19.0353 19.3768 0.0 -0.5 0.2 0.527
H -4.4336 -19.0836 19.4331 -0.2 -0.4 0.0 0.687
H -5.1731 -16.5124 18.8777 -0.9 0.3 -0.1 0.993
N 0.5892 -17.5889 24.2028 0.3 0.0 0.5 1.296
C 0.0074 -17.4821 22.9659 0.7 1.1 -0.2 -1.648
C 0.1531 -18.7085 22.3208 -2.1 2.0 -0.5 1.181
C 0.6357 -19.5795 23.2644 1.9 -1.5 0.9 -0.856
C 1.0094 -18.8770 24.4123 -0.9 -0.1 -0.4 -1.028
H 0.7340 -16.8726 24.9312 -0.4 -0.4 -0.6 -0.381
H -0.3899 -16.4964 22.6674 0.2 -0.8 0.0 0.463
H -0.2917 -18.9407 21.3495 0.3 0.0 0.5 -0.107
H 0.8052 -20.6167 23.0110 0.1 -0.1 0.5 0.403
H 1.3708 -19.1609 25.3973 0.1 -0.1 -0.5 0.510
C -1.5022 -6.4231 21.6461 0.0 -0.5 -0.2 -1.114
C -1.4410 -7.5289 22.6806 0.3 0.0 1.0 0.827
O -0.9696 -8.6259 22.4755 -0.1 0.2 -0.8 -0.099
C -1.9497 -7.2164 24.0792 -1.7 0.7 -0.5 -1.301
H -2.5354 -6.1227 21.5629 -0.5 -0.2 -0.3 0.293
H -1.1291 -6.8189 20.6925 -0.1 0.3 0.3 0.049
H -1.0261 -5.4798 21.9152 0.5 -0.3 0.3 0.406
H -2.8412 -6.5556 23.9946 0.7 0.1 0.0 0.379
H -1.1737 -6.7012 24.6345 0.1 0.0 0.2 0.414
H -2.3653 -8.0686 24.6273 0.8 -0.2 -0.2 0.183
C -5.1801 -12.3479 25.7485 0.3 -0.2 -0.8 -1.125
C -5.1163 -13.0491 24.3761 -0.7 -0.2 1.4 0.592
O -5.9797 -12.8681 23.5421 0.5 0.3 0.2 -0.633
C -4.0169 -14.0627 24.2623 -0.4 1.0 -0.6 0.516
H -5.2407 -11.2813 25.6281 -0.1 0.5 -0.1 0.325
H -4.3323 -12.5781 26.3769 0.3 -0.1 0.1 0.268
H -6.0661 -12.6799 26.2559 -0.6 -0.2 0.2 0.324
H -4.1155 -14.8258 25.0362 0.0 -0.1 -0.3 0.250
H -3.1079 -13.5033 24.4432 0.5 -0.1 0.0 -0.324
H -4.0405 -14.4066 23.2389 0.2 -0.7 -0.1 -0.249
C -6.1326 -11.8238 19.7697 -1.1 -0.5 -0.1 -0.582
C -5.5815 -13.2361 19.7661 -1.7 0.1 0.9 0.515
O -4.6381 -13.4753 19.0800 1.8 -0.5 -1.4 -0.380
C -6.1392 -14.2690 20.7156 -0.1 -0.2 -0.3 -0.321
H -7.2587 -11.7182 19.7025 1.2 -0.4 0.0 0.389
H -5.6257 -11.3310 18.9412 -0.2 0.4 0.4 0.243
H -5.8675 -11.4382 20.7534 0.1 0.4 -0.1 -0.189
H -6.4242 -13.7261 21.6188 0.1 -0.6 0.2 0.247
H -5.4133 -15.0922 20.8282 0.0 0.6 0.4 -0.268
H -7.0187 -14.7906 20.3168 -0.1 0.5 -0.2 0.422
C 4.6745 -15.5617 18.9767 -0.4 -1.3 0.0 -1.096
C 3.1894 -15.5764 18.7269 0.2 1.8 -0.5 0.561
O 2.4317 -16.3145 19.2743 -0.8 -1.3 1.1 -0.150
C 2.6251 -14.5724 17.7649 1.0 -0.1 -1.7 -0.891
H 5.1608 -15.9652 18.0533 -0.1 0.6 0.8 0.382
H 4.8235 -16.2550 19.8186 0.4 0.2 -0.3 0.245
H 4.9982 -14.5607 19.2384 0.2 0.2 -0.3 0.131
H 2.1865 -13.6799 18.1825 -0.3 0.0 0.5 0.030
H 1.9381 -15.0657 17.0704 -0.3 0.1 0.5 0.331
H 3.4295 -14.2091 17.1236 0.2 0.2 0.0 0.433
C -3.1422 -8.9973 17.0395 -0.2 -0.2 0.1 -1.445
C -2.8631 -9.2579 18.4983 0.1 -0.4 -0.2 0.528
O -3.7365 -9.5671 19.2842 0.3 0.2 -0.2 -0.479
C -1.4029 -9.1923 18.8858 -0.1 -0.9 0.5 -0.167
H -2.8257 -9.8471 16.4387 0.3 -0.3 0.1 0.250
H -2.5436 -8.1582 16.7147 0.0 0.4 -0.2 0.431
H -4.1995 -8.8715 16.8298 -0.1 0.3 0.2 0.356
H -0.8585 -10.0210 18.4004 -0.3 0.2 0.1 -0.170
H -1.2722 -9.2514 19.9638 -0.1 -0.2 0.1 -0.202
H -0.9218 -8.2978 18.5643 0.2 0.8 -0.5 0.712
C 7.4537 -12.9938 21.2761 -1.0 -0.6 0.4 -1.570
C 5.9521 -12.7534 21.0282 1.4 -0.2 -0.1 0.431
O 5.6170 -12.1240 20.0467 -0.2 0.0 0.0 -0.544
C 4.9433 -13.3802 21.9315 0.0 0.0 0.9 0.646
H 8.0256 -12.2719 20.7233 0.2 0.2 -0.3 0.409
H 7.6786 -14.0261 20.9335 0.0 0.6 0.2 0.318
H 7.6962 -12.9204 22.3390 0.0 -0.1 -0.1 0.360
H 3.9973 -13.1760 21.4309 -0.2 -0.5 0.3 -0.363
H 4.8975 -12.9187 22.9575 0.3 -0.1 -1.0 0.230
H 5.1817 -14.4559 22.1101 -0.3 0.6 -0.4 0.130
C 1.9805 -19.2506 19.3626 -0.8 -0.5 0.9 -0.357
C 0.9485 -20.0034 18.5460 -0.2 -1.0 -1.1 0.589
O 0.3584 -20.9890 18.9588 0.5 0.9 0.2 -0.584
C 0.6544 -19.5208 17.0981 0.0 -0.7 1.3 -0.958
H 2.3126 -19.9502 20.1649 0.1 0.6 -0.7 0.358
H 1.4637 -18.4253 19.8891 0.3 -0.3 -0.4 -0.182
H 2.7722 -18.8133 18.7555 0.0 -0.2 0.1 0.513
H 1.6188 -19.2952 16.6125 -0.6 -0.1 -0.2 0.413
H 0.1075 -18.5995 17.3009 -0.1 0.2 -0.6 0.071
H -0.0025 -20.2862 16.5993 0.9 0.9 0.3 0.294
C -1.1636 -14.9732 25.9886 0.7 -0.4 0.6 0.023
C -0.1222 -15.3291 27.0247 1.0 -1.4 0.2 0.779
O 0.6740 -16.2710 26.8479 -1.2 2.0 0.4 -0.695
C -0.2008 -14.5490 28.3784 0.8 -0.5 -1.2 -1.385
H -2.0517 -15.4006 26.4354 -0.7 0.2 0.0 0.419
H -1.0370 -15.4506 25.0187 0.2 0.1 0.1 -0.277
H -1.2181 -13.8993 25.9108 -0.3 0.3 -0.1 -0.020
H -0.3084 -13.4719 28.1487 -0.1 -0.6 0.4 0.243
H 0.7202 -14.7595 28.9412 -0.3 0.2 -0.2 0.342
H -1.0269 -14.9488 28.9703 -0.2 0.2 -0.2 0.460
C 2.2719 -8.7498 20.3433 0.3 0.2 -0.8 -0.727
C 3.2810 -9.5251 21.1353 -0.6 -0.2 1.5 0.784
O 2.8615 -10.1859 22.0747 0.5 0.0 -0.6 -0.398
C 4.7484 -9.3628 20.8800 -0.1 0.3 -0.5 -1.402
H 2.6706 -8.3916 19.3886 -0.1 0.0 0.1 0.420
H 1.9797 -7.9027 20.9547 -0.1 0.3 0.1 0.281
H 1.3777 -9.3406 20.1791 -0.1 -0.2 0.0 -0.007
H 4.9622 -9.5248 19.8295 0.0 0.0 -0.3 0.445
H 5.3124 -10.0863 21.4364 0.1 -0.1 0.4 0.161
H 5.0881 -8.3438 21.1017 -0.2 -0.1 0.1 0.399
C 1.3763 -13.2737 21.4817 0.7 -0.6 2.2 0.560
C -0.0068 -13.5384 22.0642 -0.3 0.1 -2.9 0.189
O -0.2530 -13.7569 23.2103 0.2 -0.2 1.4 0.000
C -1.0757 -13.5519 20.9846 0.5 0.1 0.5 -1.082
H 1.9230 -12.6763 22.2380 -0.2 0.0 -0.7 -0.428
H 1.4403 -12.8615 20.4849 -0.3 0.1 -0.1 0.642
H 1.8784 -14.2646 21.5095 -0.2 0.4 -0.3 -0.320
H -1.3608 -12.5203 20.8034 0.3 0.3 -0.5 0.316
H -1.9695 -14.0241 21.2960 -0.9 -0.7 0.6 0.215
H -0.7063 -14.0844 20.1149 0.1 0.4 -0.4 0.207
C 3.9753 -13.2500 27.0887 -0.6 -1.3 -0.6 -1.299
C 3.8110 -13.0476 25.5913 -0.6 1.4 -0.2 0.229
O 4.4911 -12.2245 24.9927 0.0 -0.7 0.5 -0.636
C 2.6986 -13.7481 24.8290 0.0 -0.6 0.6 2.502
H 4.5050 -12.4274 27.5398 0.5 0.0 0.0 0.393
H 4.4813 -14.2402 27.1516 0.0 0.7 0.4 0.414
H 3.0167 -13.3775 27.6205 0.2 0.0 -0.5 0.189
H 2.6025 -14.8128 25.1172 0.1 0.4 -0.1 0.356
H 2.9381 -13.6568 23.7700 -0.3 -0.1 0.1 -1.515
H 1.7110 -13.2947 25.0610 0.7 -0.2 -0.2 -0.780
C -0.6285 -10.8858 24.7387 0.4 0.6 1.2 0.606
C 0.5426 -11.0966 25.7394 -0.2 2.2 -1.7 0.578
O 0.4614 -11.9217 26.5848 -0.3 -1.9 1.8 -0.521
C 1.7766 -10.2343 25.6244 1.1 0.5 -0.7 -0.730
H -0.7388 -11.8170 24.1880 -0.3 0.0 0.0 -0.769
H -0.4668 -10.0515 24.0546 0.0 -0.2 0.1 -0.084
H -1.5343 -10.6543 25.3617 0.7 -0.4 -0.6 0.317
H 1.6065 -9.1610 25.8035 -0.5 -0.3 0.2 0.453
H 2.1020 -10.2100 24.5618 0.0 -0.3 0.5 -0.081
H 2.6376 -10.5367 26.2784 -1.0 0.0 -0.6 0.219
```
Positions in Å, forces in eV/Å.

=====

Record 4
ORCA calculation (wB97M-V/def2-TZVPD) on C17H38O14 as an isolated structure.

## Properties
Total charge: 0
F_max: 18.3 eV Å⁻¹
Energy relative to the best compared isomer or geometry (same formula, charge and spin): 2221.1 kJ/mol
LUMO: -0.308 eV
HOMO-LUMO gap: 7.402 eV

```
69
Properties=species:S:1:pos:R:3:forces:R:3:mulliken_charge:R:1
C 28.6236 25.2951 23.6288 0.6 0.1 0.5 0.094
O 28.6946 26.1949 24.7717 0.2 -0.9 -0.5 -0.578
H 27.6179 24.9200 23.4390 1.0 -0.1 0.9 -0.001
H 28.8885 25.7657 22.6820 0.3 0.2 0.3 0.279
H 29.3540 24.5037 23.7968 -0.3 -0.2 0.2 0.433
H 27.8157 26.5048 25.0023 0.2 -0.1 -0.1 0.379
C 25.1133 26.0651 18.4364 1.3 1.7 -1.2 -0.596
O 25.0565 24.7325 18.7058 -2.0 4.2 3.4 -0.606
H 25.1467 26.6557 19.3519 0.0 0.2 -0.5 0.179
H 26.0863 26.1114 17.9473 -0.1 1.0 -0.3 0.265
H 24.2984 26.2598 17.7391 0.1 1.0 0.1 0.263
H 24.3791 24.6655 19.3828 -0.7 0.3 0.0 0.193
C 24.2577 24.3466 23.4119 -0.2 -3.5 0.6 0.481
O 23.5604 24.1679 24.6335 -0.3 0.2 -0.2 -0.638
H 25.0797 25.0600 23.4702 -1.9 -3.9 1.4 0.061
H 24.6874 23.4135 23.0475 -1.0 -0.1 1.2 0.425
H 23.7200 24.7936 22.5758 -0.8 -2.3 1.4 0.349
H 23.2757 23.2514 24.6574 -0.1 0.0 0.1 0.491
C 26.0912 24.5932 21.9771 2.6 0.2 -2.4 -2.049
O 25.3631 23.5230 21.3896 1.4 18.2 1.1 0.352
H 25.5974 25.5604 21.8842 0.5 -1.7 -1.9 0.261
H 26.2184 24.5051 23.0560 0.5 -1.7 -1.8 1.757
H 27.1132 24.6649 21.6051 -0.1 -0.2 -0.7 0.115
H 25.1659 23.6828 20.4638 0.5 1.1 -0.2 -2.475
C 23.1118 26.1480 21.4598 -1.0 -2.0 3.9 -1.637
O 23.1325 26.7324 20.3269 -0.5 3.1 -6.3 -0.576
H 24.0352 25.6146 21.6854 -0.1 0.9 -1.1 0.272
H 22.8579 26.7972 22.2977 -0.2 0.1 -0.3 0.538
H 22.3239 25.3948 21.4643 -0.1 -0.3 -0.2 0.471
H 23.7246 27.4836 20.2456 -0.1 0.1 0.3 0.481
C 23.4624 28.7798 23.5219 -0.3 0.9 -0.2 -1.551
C 24.5729 27.9840 24.1757 -1.1 1.5 0.3 0.591
C 24.5552 26.4897 23.9123 -1.0 3.1 2.2 -1.334
O 25.7493 26.3603 23.1948 1.7 3.6 2.2 -0.198
C 26.4926 27.4896 23.1630 5.1 -2.8 -1.9 0.335
O 27.6684 27.4625 22.7998 -3.7 1.3 0.0 -0.522
O 25.8169 28.4320 23.6104 -1.6 4.0 1.3 -0.331
H 23.5058 28.7526 22.4332 0.0 -0.4 -0.1 0.323
H 23.5269 29.8497 23.7200 0.4 0.0 0.4 0.408
H 22.4591 28.5181 23.8583 0.1 -0.4 0.0 0.382
H 24.6650 28.3009 25.2145 -0.3 -0.5 0.2 0.313
H 23.7728 26.0603 23.2865 0.2 2.3 1.7 0.327
H 24.5548 25.8663 24.8064 0.2 0.9 0.5 0.245
C 24.8601 19.1956 20.6881 0.9 0.6 0.1 -1.768
C 25.4223 20.5881 20.2838 -0.2 -2.6 3.8 0.626
C 25.4662 21.5789 21.4894 -1.7 -10.4 -1.1 -0.150
O 26.8344 21.6314 21.9021 1.1 -0.9 0.6 -0.371
C 27.6246 21.1110 20.8957 1.3 -2.9 1.0 1.028
O 28.8465 21.1502 20.8597 -3.1 0.1 0.1 -0.642
O 26.8225 20.4032 19.9999 1.6 -0.4 1.1 -0.383
H 25.2772 18.4600 20.0004 -0.6 -0.2 -0.2 0.388
H 23.7727 19.2035 20.7622 0.0 -0.1 -0.4 0.390
H 25.2290 18.9238 21.6771 0.1 0.0 0.1 0.394
H 24.9562 20.9470 19.3662 -0.4 -1.4 2.9 0.407
H 24.8258 21.1260 22.2463 0.4 0.2 0.6 0.622
H 25.1950 22.5974 21.2116 -1.8 -10.0 0.0 1.209
C 26.9036 22.7456 19.4975 -1.1 1.5 -1.1 -0.800
C 25.6114 22.8127 18.6260 2.5 -1.5 -2.0 1.061
C 25.9431 23.5430 17.2528 -0.7 -2.2 0.6 -0.651
O 26.1729 22.3935 16.3821 1.0 1.8 -0.6 -0.375
C 25.5285 21.3319 16.8313 -0.3 0.1 0.9 0.562
O 25.2037 20.3879 16.1852 0.2 0.2 0.7 -0.565
O 25.2878 21.5172 18.2015 -0.2 0.1 -6.2 -0.389
H 26.5772 22.3539 20.4608 0.8 2.1 -2.4 -0.765
H 27.2675 23.7620 19.6479 0.2 0.0 -0.1 0.269
H 27.6723 22.0661 19.1294 -0.3 1.0 -1.0 0.586
H 24.7317 23.2518 19.0967 0.2 -3.0 -0.3 0.678
H 26.7433 24.2464 17.4834 0.8 -0.9 -0.9 0.343
H 25.1337 24.1504 16.8478 0.0 -0.8 -0.5 0.322
```
Positions in Å, forces in eV/Å.

=====

| no. | M (g mol⁻¹) |
| --- | --- |
| 1 | 98.1 |
| 2 | 125.3 |
| 3 | 1221.6 |
| 4 | 466.5 |